12
Properties=species:S:1:pos:R:3:forces:R:3 method="wB97M-V/def2-TZVPD" total_charge=0 e_tot_ha=-608.493571 mol_weight_g_mol=93.2 homo_energy_ev=-9.17 de_lowest_kcal_mol=65.0
C -0.271367 1.414318 0.021437 2.7 -2.6 1.3
C 0.827748 0.324875 0.238953 -0.4 1.9 0.4
N 0.262194 -0.966528 0.634912 -0.8 3.4 0.3
O -1.010716 -2.890822 -0.063840 0.0 -1.9 -0.7
S -1.131404 -1.457552 -0.121165 -0.9 2.2 0.1
H -0.975434 1.389065 0.735298 -2.6 -0.1 2.8
H -0.722369 1.309396 -0.867318 -1.7 -0.8 -3.4
H 1.274837 0.373973 -0.737135 0.8 -0.9 -0.6
H 0.093217 2.358072 -0.008900 1.7 2.9 0.2
H 1.601528 0.714697 0.959032 -0.9 -0.8 -0.4
H 0.880704 -1.696456 0.600430 2.0 -2.3 -0.1
H -0.828937 -0.873035 -1.391707 0.2 -0.9 0.2


24
Properties=species:S:1:pos:R:3:forces:R:3 method="wB97M-V/def2-TZVPD" multiplicity=2 total_charge=+2 e_tot_ha=-363.606252 mol_weight_g_mol=118.2 homo_energy_ev="-17.23 / -17.20" de_lowest_kcal_mol=59.8
C -0.648953 -1.943265 1.819519 0.1 -1.0 1.1
C 1.555775 -1.180467 0.893234 -1.3 1.5 1.2
N 0.524326 -1.138078 1.897658 -1.1 -0.8 -1.1
N 2.587657 -0.410498 1.178749 0.1 -1.2 -0.2
N 1.255927 -1.738518 -0.234345 1.1 -0.7 -1.0
H 0.446011 -0.387172 2.584673 0.7 0.2 0.2
H 2.602614 -0.020664 2.103697 0.3 0.4 0.3
H 3.500183 -0.541482 0.738591 -0.2 0.3 -0.2
H 0.550819 -2.449914 -0.452742 0.1 0.5 0.5
H 1.962325 -1.627996 -0.962729 -0.2 -0.1 -0.2
H -0.373357 -3.012700 1.969818 0.3 0.0 -0.3
H -1.185602 -1.946762 0.860557 0.1 0.4 -0.1
H -1.292186 -1.784287 2.682947 -0.2 0.6 -0.2
C -0.681185 1.155620 -1.222889 -0.9 2.1 -0.2
C -1.083153 2.281471 -0.229555 1.2 -0.1 -0.5
C -1.333557 1.332951 -2.598268 0.1 -0.3 -0.3
H -0.969599 0.238318 -0.703235 0.2 -0.6 -0.5
H 0.379582 1.256006 -1.470157 0.2 -0.5 0.7
H -2.122307 2.592526 -0.284983 -0.2 -0.6 0.3
H -0.744729 1.914212 0.746424 -0.6 0.4 0.5
H -0.802051 0.649912 -3.267033 -0.6 0.0 -0.3
H -0.527868 3.208755 -0.392102 0.1 -0.1 -0.2
H -1.184789 2.336180 -3.002881 0.4 0.1 0.3
H -2.415883 1.215850 -2.654947 0.1 -0.5 0.3


41
Properties=species:S:1:pos:R:3:forces:R:3 method="wB97M-V/def2-TZVPD" total_charge=0 smiles="O=S(=O)(c1ccc2ccccc2c1)N(C[C@H]1CO1)c1ccccc1" e_tot_ha=-1412.834673 mol_weight_g_mol=339.4 homo_energy_ev=-8.53 de_lowest_kcal_mol=27.9
O 1.657609 0.831150 -1.791453 -0.3 -0.1 0.1
S 1.702625 0.368263 -0.436130 0.0 -0.1 0.1
O 2.929058 0.557546 0.281741 0.0 -0.1 0.3
N 1.347718 -1.281654 -0.335400 0.4 1.1 0.2
C 0.193758 -1.803627 -0.917133 -0.8 -0.1 -0.3
C -0.732244 -0.953216 -1.522527 -0.1 0.0 -0.1
C -1.904615 -1.452155 -2.058342 0.0 0.0 0.0
C -2.189456 -2.805389 -2.005233 -0.1 -0.1 0.0
C -1.273036 -3.657145 -1.416036 -0.1 0.0 -0.1
C -0.095303 -3.169656 -0.879904 0.3 0.1 0.1
H 0.594260 -3.868450 -0.435588 0.1 -0.1 0.1
H -1.469466 -4.718379 -1.372306 0.0 -0.1 0.0
H -3.106133 -3.191095 -2.423724 -0.1 0.0 0.0
H -2.599986 -0.770440 -2.524897 -0.1 0.1 0.0
H -0.522070 0.097796 -1.603842 -0.1 0.0 -0.1
C 2.403646 -2.136818 0.159737 0.7 -0.2 0.1
C 3.234753 -2.711821 -0.972058 -0.8 0.3 -0.3
C 4.331690 -1.922163 -1.536818 -0.3 0.6 -0.5
H 4.540679 -0.946209 -1.115889 0.0 0.0 0.1
H 4.608156 -2.059631 -2.575713 0.0 0.0 0.0
O 4.566915 -3.018063 -0.697509 0.8 -0.9 0.8
H 2.722271 -3.417929 -1.622128 0.0 0.0 0.0
H 1.986254 -2.930657 0.785926 0.0 0.1 0.0
H 3.050376 -1.510497 0.777217 0.0 -0.3 0.0
C 0.388529 1.129293 0.511666 0.3 0.0 -0.5
C -0.204733 2.267789 0.052967 0.2 -0.1 -0.2
C -1.201857 2.902242 0.823882 0.0 -0.2 0.3
C -1.845883 4.080785 0.392863 -0.1 0.1 0.0
C -2.805177 4.671568 1.167030 0.1 0.0 -0.3
C -3.163222 4.111402 2.403704 0.0 -0.2 0.2
C -2.557825 2.968867 2.847929 -0.1 0.1 0.0
C -1.563350 2.333194 2.075441 0.1 0.2 -0.3
C -0.915828 1.155930 2.511652 0.2 -0.2 -0.1
C 0.048425 0.563533 1.745465 -0.2 0.0 0.4
H 0.558185 -0.331055 2.065740 0.0 -0.1 0.1
H -1.194768 0.733471 3.465753 0.0 -0.1 0.1
H -2.830996 2.536244 3.799354 0.0 0.0 0.1
H -3.922241 4.592951 3.002108 -0.1 0.0 0.1
H -3.294623 5.574528 0.833915 0.0 0.1 -0.1
H -1.564060 4.505528 -0.559104 0.0 0.1 -0.1
H 0.091969 2.673970 -0.902356 0.0 0.1 -0.1